No. 1
Formula: C36H35GeHfN5O3P
Source: OMol25
Level of theory: the ωB97M-V functional and the def2-TZVPD basis

Last column: Mulliken spin population.
Geometry (Å):
Hf 0.31258 0.81470 -0.23848  0.034
N -1.85032 1.77459 1.20389  -0.002
N -1.82484 3.18183 1.32842  0.000
C -0.90153 3.86282 0.64850  0.001
N -0.82427 5.17444 0.66210  0.000
N -0.08871 3.02364 -0.04876  0.002
N 0.89202 3.42291 -0.87417  -0.002
O 1.22173 4.48891 -1.21788  0.000
O 1.44643 2.30080 -1.27874  0.000
H -2.70515 1.50089 0.71890  0.001
H -1.84107 1.37356 2.13810  -0.001
H -2.53706 3.65963 1.86913  0.000
H -1.48105 5.72963 1.19649  0.000
H -0.12408 5.66752 0.12409  0.000
C 3.15091 1.12790 1.49802  0.005
Ge 1.43069 0.40316 2.12660  -0.018
C 1.41565 -1.45004 1.49148  -0.001
C 0.34367 -1.95137 0.75425  0.003
C 0.23757 -3.29166 0.38863  0.001
C 1.24672 -4.15890 0.77274  0.000
C 2.36546 -3.67331 1.45223  0.001
C 2.46620 -2.33205 1.78529  0.001
C 1.41249 0.47803 4.07988  0.194
C 2.29970 1.39978 4.67309  -0.051
C 2.45231 1.51153 6.04083  0.119
C 1.70610 0.68723 6.89587  0.159
C 0.80941 -0.24055 6.36081  -0.021
C 0.08749 -1.08416 7.22728  0.204
C -0.79916 -2.04797 6.72260  0.092
C -0.95873 -2.16481 5.35989  -0.002
C -0.24296 -1.33209 4.47995  0.165
C 0.64796 -0.35410 4.94456  0.023
H 3.93713 0.53451 1.96866  -0.001
H 3.27336 2.18092 1.74205  -0.001
H 3.30464 1.02230 0.41770  0.000
H -0.53198 -1.33103 0.48238  0.000
H -0.62440 -3.65791 -0.15180  0.000
H 1.17175 -5.21308 0.54207  0.000
H 3.15022 -4.36186 1.73818  0.000
H 3.34179 -1.99832 2.32892  0.000
H 2.90751 2.04179 4.04865  -0.009
H 3.15285 2.22068 6.45987  0.005
H 1.83410 0.76447 7.96804  0.001
H 0.22465 -0.99147 8.29751  0.000
H -1.33917 -2.69088 7.40402  0.005
H -1.63067 -2.91030 4.95650  -0.003
H -0.37577 -1.48165 3.41429  0.095
O -1.36270 0.47801 -1.24031  0.003
P -1.13614 -0.02491 -2.78860  0.000
C -0.69855 1.37060 -3.75517  0.000
C 0.34616 1.31621 -4.68268  0.000
C 0.61217 2.41864 -5.48278  0.000
C -0.15660 3.56594 -5.35331  0.000
C -1.20580 3.62357 -4.43700  0.000
C -1.48788 2.52854 -3.64115  0.000
C 0.30144 -1.08883 -2.60404  -0.003
C 0.19091 -2.43554 -2.91954  0.001
C 1.29470 -3.27614 -2.75285  0.000
C 2.48630 -2.80507 -2.22858  0.000
C 2.61508 -1.46113 -1.89916  0.000
C 1.53525 -0.60088 -2.09504  0.003
C -2.56386 -0.84988 -3.32240  0.000
C -3.29652 -1.66285 -2.44074  0.000
C -4.39264 -2.35533 -2.91308  0.000
C -4.75315 -2.25310 -4.25671  0.000
C -4.03178 -1.45128 -5.12918  0.000
C -2.93442 -0.73989 -4.67070  0.000
H 0.94426 0.42085 -4.79937  0.000
H 1.40969 2.38018 -6.21111  0.000
H 0.05003 4.42230 -5.98137  0.000
H -1.81673 4.51342 -4.37177  0.000
H -2.33494 2.56315 -2.96552  0.000
H -0.73628 -2.83254 -3.31138  0.000
H 1.21591 -4.31531 -3.04542  0.000
H 3.32723 -3.47533 -2.11453  0.000
H 3.56284 -1.07308 -1.54894  0.000
H 1.78838 0.46160 -2.15733  -0.001
H -3.02620 -1.73968 -1.39490  0.000
H -4.98055 -2.97175 -2.24743  0.000
H -5.61001 -2.80331 -4.62158  0.000
H -4.33213 -1.37255 -6.16467  0.000
H -2.38567 -0.10532 -5.35424  0.000

Results
- <S²> = 0.7785
- multiplicity = 2
- electronic energy (hartree) = -4357.183819
- energy relative to the best compared isomer or geometry (same formula, charge and spin) (eV) = 0.1148
- HOMO level (alpha / beta) (eV) = -18.39 / -18.71
- charge = +4

No. 2
Formula: C36H35N3O3P2Pt
Source: OMol25
Level of theory: the ωB97M-V functional and the def2-TZVPD basis

Last column: Mulliken charge in e.
Geometry (Å):
Pt 0.72822 1.05801 1.33275  2.340
N 0.59637 2.95269 2.25758  -0.883
C 1.06251 2.75789 3.64994  -0.843
C 2.37979 1.98653 3.55402  0.760
O 3.30440 2.26095 4.30410  -0.737
N 2.39179 1.08920 2.54233  -0.167
C 3.65570 0.94307 1.83876  -0.566
C 3.69465 1.82090 0.55299  0.529
O 4.68462 1.68118 -0.16848  -0.766
O 2.67664 2.55650 0.33531  -0.682
H 1.31402 3.44229 1.71101  0.397
H -0.28706 3.44797 2.20609  0.229
H 0.30460 2.19683 4.19849  0.305
H 1.25304 3.70176 4.15764  0.407
H 3.82649 -0.09787 1.54730  0.128
H 4.48337 1.23277 2.48585  0.640
C -0.63273 -1.98083 0.58199  -1.956
N -1.65136 -1.42959 -0.29012  1.563
C -2.27828 -0.20209 0.16475  -1.708
P -1.13992 1.23945 0.09173  -0.306
C -2.22731 2.57465 0.67539  0.255
C -2.68531 2.52765 1.99495  -0.065
C -3.48159 3.54406 2.49734  -0.752
C -3.81772 4.62469 1.69071  -0.568
C -3.35325 4.68526 0.38633  -0.750
C -2.56014 3.66439 -0.12299  -0.696
C -0.83278 1.53559 -1.66049  1.131
C 0.46297 1.87484 -2.04689  -0.942
C 0.74531 2.07571 -3.39274  -0.389
C -0.25325 1.94038 -4.34341  -0.691
C -1.55128 1.62044 -3.95733  -0.721
C -1.84136 1.42217 -2.61872  -0.542
C -2.55445 -2.36967 -0.86851  -0.225
C -3.09774 -2.08059 -2.11902  0.105
C -3.98660 -2.95865 -2.71564  -0.810
C -4.32836 -4.14751 -2.08341  -0.511
C -3.77616 -4.44531 -0.84814  -0.759
C -2.89767 -3.56015 -0.23619  -0.294
P 0.95259 -1.04215 0.56886  0.637
C 1.98019 -2.13809 1.57849  0.757
C 1.96350 -1.99275 2.96413  -0.005
C 2.70217 -2.85541 3.75876  -0.801
C 3.46271 -3.85858 3.17490  -0.549
C 3.48342 -4.00470 1.79498  -0.751
C 2.74288 -3.14775 0.99525  -0.726
C 1.57072 -1.18808 -1.12952  1.140
C 2.80830 -0.61031 -1.41125  -0.428
C 3.31942 -0.64169 -2.69854  -0.803
C 2.59942 -1.25034 -3.71660  -0.737
C 1.37227 -1.83699 -3.44130  -0.436
C 0.85641 -1.80969 -2.15348  -0.793
H -0.39042 -2.98970 0.24448  0.921
H -0.94281 -2.05060 1.63616  0.297
H -2.63869 -0.27886 1.20309  0.395
H -3.14582 0.00523 -0.46101  0.813
H -2.39829 1.70167 2.63713  0.360
H -3.83356 3.49783 3.51963  0.429
H -4.43444 5.42194 2.08420  0.389
H -3.60323 5.53132 -0.24021  0.421
H -2.19503 3.72117 -1.14045  0.369
H 1.25281 1.99305 -1.30713  0.361
H 1.75427 2.33315 -3.68687  0.514
H -0.02645 2.08986 -5.39142  0.394
H -2.33357 1.52887 -4.69992  0.439
H -2.85773 1.18768 -2.32267  0.683
H -2.79281 -1.17231 -2.62479  0.331
H -4.39821 -2.72382 -3.68886  0.420
H -5.01378 -4.83876 -2.55508  0.396
H -4.03440 -5.36925 -0.34704  0.394
H -2.48765 -3.80015 0.73648  0.460
H 1.40552 -1.18037 3.41102  0.261
H 2.69968 -2.72971 4.83340  0.435
H 4.05109 -4.52111 3.79645  0.392
H 4.08477 -4.77996 1.33866  0.428
H 2.77252 -3.25298 -0.08210  0.437
H 3.39484 -0.11806 -0.64767  -0.100
H 4.27579 -0.17325 -2.89044  0.499
H 2.99293 -1.26819 -4.72521  0.375
H 0.80723 -2.31597 -4.23092  0.422
H -0.10881 -2.25771 -1.96887  0.101

Results
- electronic energy (hartree) = -2584.950376
- energy relative to the best compared isomer or geometry (same formula, charge and spin) (eV) = 0.0000
- HOMO level (eV) = -7.38

No. 3
Formula: C36H35N8S3Ti
Source: OMol25
Level of theory: the ωB97M-V functional and the def2-TZVPD basis

Last column: Mulliken charge in e.
Geometry (Å):
Ti -0.08751 -0.27684 -0.47001  -0.245
C -1.04815 1.38249 -3.16197  -1.276
N -0.99804 0.00090 -2.63351  1.700
C -2.39141 -0.41184 -2.30658  -1.139
C -2.42124 -1.70854 -1.53001  -1.123
N -1.84302 -1.52875 -0.15840  1.439
C -2.89528 -0.90962 0.70733  -0.761
C -1.48243 -2.82421 0.44952  0.007
C -2.37294 -3.88437 0.36576  -0.621
C -2.08761 -5.08702 0.99068  -0.990
C -0.90723 -5.21937 1.70923  -0.798
C -0.01942 -4.16149 1.78666  -1.094
C -0.28985 -2.94861 1.15383  1.107
S 0.87094 -1.62320 1.27990  -0.323
C -0.46861 -0.89105 -3.67862  -0.756
C -0.87722 -0.77028 -5.00370  -0.641
C -0.38008 -1.63488 -5.96413  -0.942
C 0.52284 -2.62697 -5.60066  -0.689
C 0.91322 -2.75524 -4.28133  -0.950
C 0.41509 -1.88762 -3.30711  1.033
S 0.86336 -2.10207 -1.62339  -0.103
H -1.80093 1.47160 -3.94646  0.471
H -0.07807 1.63799 -3.58467  0.388
H -1.30999 2.07509 -2.37547  0.263
H -2.96334 -0.54832 -3.23019  0.633
H -2.85749 0.39733 -1.73760  0.496
H -1.86521 -2.48920 -2.04727  0.588
H -3.46332 -2.02514 -1.44368  0.523
H -3.77832 -1.55143 0.69740  0.503
H -3.15072 0.08004 0.33631  0.097
H -2.50813 -0.81589 1.71916  -0.012
H -3.30108 -3.77805 -0.17971  0.388
H -2.78456 -5.91019 0.91902  0.438
H -0.67286 -6.15298 2.20224  0.434
H 0.91066 -4.26652 2.33026  0.494
H -1.58512 -0.01142 -5.30465  0.369
H -0.70017 -1.53346 -6.99174  0.427
H 0.91623 -3.30312 -6.34737  0.419
H 1.60635 -3.53117 -3.98401  0.522
N -1.51957 3.65615 -0.87943  -0.120
C -1.74702 2.63334 -0.00824  -0.633
S -3.14999 2.54365 0.85107  -0.262
N -0.70197 1.70492 -0.03140  0.677
N -0.50256 0.93990 1.09022  0.411
C -0.42729 1.36949 2.29405  0.964
C -0.39241 2.80736 2.64766  -0.101
C -1.18777 3.29144 3.68134  -0.190
C -1.12455 4.62899 4.03609  -0.835
C -0.24232 5.48012 3.38430  -0.514
C 0.57613 4.99318 2.37332  -0.779
C 0.49354 3.66218 1.99678  -0.094
C -0.29564 0.39058 3.41021  -0.385
C 0.72599 0.55785 4.33632  -0.842
C 0.86262 -0.39171 5.33407  -0.618
C -0.04278 -1.43926 5.38470  -0.586
C -1.05696 -1.48711 4.43957  -0.414
N -1.18656 -0.59425 3.46267  -0.079
H -2.21771 4.38446 -0.87598  0.275
H -0.56661 3.95724 -1.00585  0.196
H -1.86785 2.62214 4.19306  0.516
H -1.76008 5.00611 4.82532  0.451
H -0.18507 6.52176 3.66988  0.417
H 1.28434 5.64982 1.88525  0.446
H 1.13509 3.27184 1.21340  0.410
H 1.40246 1.39835 4.26270  0.504
H 1.65834 -0.31170 6.06227  0.476
H 0.02225 -2.19987 6.14975  0.456
H -1.79518 -2.28016 4.46183  0.459
N 3.10994 2.28619 -1.85670  -0.007
C 1.88173 1.92678 -1.45491  -0.896
N 1.85059 0.73800 -0.89271  0.965
C 3.18129 0.28183 -0.92372  0.496
C 3.76129 -0.89828 -0.46063  -0.535
C 5.12205 -1.04436 -0.62997  -1.041
C 5.90809 -0.05454 -1.24371  -0.474
C 5.34729 1.11765 -1.70387  -1.142
C 3.97586 1.25181 -1.52517  0.802
H 3.34785 3.15056 -2.31298  0.254
H 1.01568 2.54579 -1.59655  0.452
H 3.16867 -1.66829 0.01180  0.372
H 5.59726 -1.95054 -0.28051  0.439
H 6.97145 -0.21517 -1.35545  0.403
H 5.94070 1.88918 -2.17496  0.429

Results
- electronic energy (hartree) = -3874.851587
- energy relative to the best compared isomer or geometry (same formula, charge and spin) (eV) = 0.0731
- HOMO level (eV) = -9.91
- charge = +1

Question: The highest electronic energy belongs to which entry?
Answer: C36H35N3O3P2Pt

Question: energy relative to the best compared isomer or geometry (same formula, charge and spin) of number 2 (C36H35N3O3P2Pt)?
Answer: 0.0000 eV